29
Properties=species:S:1:pos:R:3:forces:R:3:mulliken_charge:R:1 method="wB97M-V/def2-TZVPD" multiplicity=1 total_charge=-1 fmax_ha_per_bohr=0.0912 e_lumo_ev="3.23 / 3.25" relative_energy_kj_mol=407.7
C 0.45980 0.01390 -2.22930 0.000 -0.947 -2.204 -0.87
C -0.82350 -0.70160 -2.17450 1.052 0.850 -0.543 -0.45
C -0.62860 -1.86310 -1.42560 1.715 -0.513 0.272 -0.40
C 0.77900 -1.88940 -1.00230 -0.033 -1.557 -2.264 -0.81
C 1.46760 -0.79700 -1.61810 -1.066 -0.774 -0.550 -0.27
Ca 0.00000 0.00000 0.00000 -0.356 -3.207 3.407 0.79
P -0.52400 2.17100 0.40110 -1.860 4.024 -0.063 -0.45
H 0.63970 0.93300 -2.79140 -0.097 -0.346 0.229 0.48
H -1.76010 -0.35570 -2.61430 0.400 -0.093 0.195 0.33
H -1.38250 -2.60680 -1.16310 0.292 0.319 0.033 0.34
H 2.53530 -0.58320 -1.56430 -0.392 0.015 0.134 0.34
H 1.24980 -2.70370 -0.44670 -0.219 0.343 -0.123 0.50
H -1.49130 2.42660 1.40250 0.255 0.659 0.412 0.03
H -1.04800 2.93810 -0.66940 0.224 0.342 0.028 0.02
H 0.52670 3.01790 0.83230 -0.006 1.233 0.544 -0.01
N -0.20130 -0.68000 2.23700 -1.275 -1.558 2.935 0.61
C -0.34850 -0.99260 3.63040 0.691 -0.081 1.974 -0.43
C 0.74470 -1.57010 4.31630 -0.697 0.224 0.229 -0.49
C 0.79090 -1.55660 5.71680 -0.290 0.066 -0.228 -0.36
C -0.25950 -1.00240 6.45330 -0.362 0.078 -0.251 -0.44
C -1.36090 -0.45460 5.79660 0.662 -0.368 0.299 -0.37
C -1.39750 -0.42610 4.40260 0.539 -0.027 -0.807 -0.54
H 0.06380 -1.63810 1.96510 0.765 -0.537 -1.670 0.01
H -0.38060 0.30710 2.46630 0.198 2.054 -1.662 -0.27
H 1.61210 -1.92230 3.77060 -0.159 0.086 -0.164 0.21
H 1.66450 -1.93340 6.23350 0.020 -0.071 -0.036 0.38
H -0.20760 -0.96900 7.53420 0.001 -0.052 0.055 0.33
H -2.16470 -0.00520 6.36580 -0.019 0.003 0.002 0.37
H -2.22130 0.07460 3.90810 0.016 -0.164 -0.182 0.41

32
Properties=species:S:1:pos:R:3:forces:R:3:mulliken_charge:R:1 method="wB97M-V/def2-TZVPD" multiplicity=10 total_charge=-1 fmax_ha_per_bohr=0.1103 e_lumo_ev="2.35 / -1.81" relative_energy_kj_mol=319.2
Mn -2.24969 -3.47095 -3.24145 0.031 0.462 0.508 0.42
Cl -2.86608 -2.04783 -1.78785 -0.777 1.319 1.205 -0.49
C -2.18327 -5.33635 -2.65999 0.040 -4.352 1.626 -0.74
C -1.81130 -2.77102 -5.01353 0.949 1.915 -4.118 -0.73
H -1.85861 -6.01698 -3.45562 0.001 0.382 -0.175 0.27
H -1.49709 -5.45678 -1.81143 0.010 0.507 -0.162 0.26
H -3.16849 -5.67154 -2.30981 -0.024 0.439 -0.163 0.25
H -1.50140 -3.55496 -5.71429 -0.082 -0.197 0.358 0.26
H -1.00080 -2.03292 -4.95234 -0.089 -0.203 0.478 0.27
H -2.67218 -2.24812 -5.45070 -0.116 -0.191 0.412 0.24
Ru 0.26748 -0.81537 -0.14748 0.271 -0.148 -0.589 0.28
C -0.91033 -2.04047 1.09250 0.287 -0.664 0.642 -1.18
C 2.11121 -1.12670 -0.19413 0.213 -1.074 -0.412 -0.80
H -0.77257 -3.09456 0.80002 -0.163 0.121 0.067 0.23
H -0.56884 -1.95456 2.13703 -0.144 -0.011 -0.132 0.30
H -1.98368 -1.80736 1.05662 0.132 0.040 -0.120 0.31
H 2.81679 -0.56342 -0.82087 -0.364 0.473 0.510 0.33
H 2.61780 -1.90251 0.39730 -0.214 0.028 -0.021 0.19
Cl 1.50816 6.36919 4.75842 -0.034 -0.196 -0.194 -0.25
C 1.35869 5.10256 3.55383 -0.098 -0.598 -0.548 0.32
C 2.31524 4.98392 2.54205 -0.274 -0.196 0.051 -0.43
C 2.20740 3.96581 1.58878 -0.513 0.137 0.593 -0.32
C 1.13766 3.05384 1.63848 -0.223 0.623 0.698 -0.02
C 0.17689 3.18408 2.65917 0.620 0.543 -0.034 -0.34
C 0.28874 4.20481 3.60898 0.249 0.060 -0.147 -0.49
C 1.06417 1.93336 0.67413 2.595 -3.614 -3.519 0.77
O 2.02436 1.76608 -0.20499 -3.239 1.603 2.968 -0.66
O 0.13055 1.01287 0.80228 0.996 3.006 0.439 -0.80
H 3.14960 5.67257 2.49838 -0.047 0.018 0.054 0.38
H 2.97073 3.88419 0.82666 -0.174 -0.217 -0.076 0.41
H -0.65086 2.49010 2.73382 0.135 -0.068 -0.195 0.36
H -0.45029 4.28903 4.39603 0.049 0.054 -0.004 0.38

37
Properties=species:S:1:pos:R:3:forces:R:3:mulliken_charge:R:1 method="wB97M-V/def2-TZVPD" multiplicity=5 total_charge=+1 fmax_ha_per_bohr=0.0188 e_lumo_ev="-3.48 / -3.40"
Cr 0.73860 0.22778 -1.06768 0.390 -0.452 0.763 0.57
O -0.20764 1.04470 -3.99738 -0.085 0.050 0.078 -0.45
C -0.22397 1.46357 -2.75454 -0.194 0.505 -0.237 0.63
O -1.01249 1.06500 -1.88956 -0.053 -0.186 -0.120 -0.46
C 0.75401 2.58222 -2.42454 -0.139 -0.087 -0.049 -0.28
O 1.25920 2.27128 -1.11614 0.032 -0.107 -0.287 -0.54
C 2.70647 2.42180 -0.95424 -0.311 0.318 0.011 -0.37
C 3.43084 1.08135 -1.01960 0.030 -0.636 0.043 0.62
O 4.63544 1.08106 -1.02634 -0.046 0.151 0.009 -0.61
O 2.65605 0.02577 -1.01531 0.110 0.308 -0.070 -0.56
H -0.82135 0.29367 -4.07740 -0.033 -0.012 -0.095 0.38
H 1.54853 2.64776 -3.16444 0.016 -0.041 0.003 0.50
H 0.17290 3.50753 -2.40007 0.160 0.101 0.046 0.32
H 3.07736 3.11235 -1.70816 0.091 -0.034 0.019 0.40
H 2.84535 2.86939 0.02789 0.046 -0.032 0.002 0.30
S 0.14025 -1.97871 -1.89563 -0.119 0.024 -0.195 -0.40
C -1.36329 -2.28307 -1.09366 0.300 0.057 0.145 0.65
N -1.30784 -2.57347 0.22822 0.007 0.031 0.078 -0.07
C -2.36715 -2.90205 0.99534 0.014 0.031 -0.143 -0.18
C -3.61187 -2.95338 0.43632 0.043 -0.021 0.150 -0.64
C -3.73413 -2.65552 -0.92477 0.000 0.008 -0.122 -0.13
C -2.63122 -2.32619 -1.67985 -0.028 -0.044 -0.054 -0.68
H -0.38509 -2.51114 0.64674 0.030 0.004 0.015 0.22
H -2.15045 -3.12059 2.03023 -0.058 0.001 0.015 0.43
H -4.46354 -3.22284 1.04164 -0.018 0.002 -0.027 0.42
H -4.70673 -2.69060 -1.39781 -0.012 0.000 0.026 0.41
H -2.71526 -2.11196 -2.73428 -0.010 0.007 0.004 0.36
N 0.68104 1.07042 4.39437 -0.098 0.016 -0.027 -0.61
C 0.98945 -0.03130 3.49794 0.117 -0.014 -0.040 -0.24
C 0.68153 0.36838 2.06704 0.227 0.045 0.040 0.43
O 0.66316 -0.42747 1.14279 -0.350 0.067 -0.054 -0.53
O 0.51394 1.65654 1.87932 -0.053 -0.102 0.063 -0.43
H 1.32628 1.13672 5.16878 0.043 0.031 -0.043 0.23
H -0.25558 1.01198 4.77278 0.007 -0.039 0.032 0.20
H 0.56401 2.04840 2.78985 0.022 0.077 -0.018 0.47
H 0.50631 -0.98387 3.72027 -0.058 0.027 0.000 0.31
H 2.06687 -0.21551 3.50189 -0.021 -0.053 0.039 0.31

29
Properties=species:S:1:pos:R:3:forces:R:3:mulliken_charge:R:1 method="wB97M-V/def2-TZVPD" multiplicity=1 total_charge=+1 fmax_ha_per_bohr=0.0636 e_lumo_ev=-5.14 relative_energy_kj_mol=468.4
C 0.24905 0.73371 -0.88505 -0.886 0.467 -0.530 -0.49
C 1.16037 1.73400 -0.42617 -0.071 -0.824 0.907 -0.90
C 0.46336 2.94392 -0.37252 -0.272 0.369 -0.618 -0.31
C -0.85192 2.79729 -0.90749 0.226 -1.423 0.383 -0.66
C -0.99955 1.41287 -1.23864 0.540 0.181 1.148 -0.54
Hf -1.04449 -1.79839 0.29536 -0.411 2.263 -1.342 0.69
P 1.14058 -2.97008 0.64774 2.933 -1.446 -0.122 -0.29
H 0.49858 -0.31469 -1.10917 0.256 0.058 -0.583 0.80
H 2.20322 1.59492 -0.09354 -0.692 0.012 -0.369 0.38
H 0.90686 3.89397 -0.08070 -0.099 -0.238 -0.086 0.43
H -1.93166 0.91120 -1.48686 0.097 0.135 -0.538 0.31
H -1.60001 3.59475 -1.02104 0.452 -0.603 0.061 0.41
H 1.89005 -3.27613 1.83233 -0.507 0.144 -0.381 0.17
H 2.26561 -2.43407 -0.11672 -0.887 -0.171 0.502 0.20
H 1.20492 -4.27253 0.02885 -0.238 0.572 0.378 0.19
N -0.31804 -0.23201 1.69948 -1.226 1.523 0.303 -0.14
C -1.33381 -0.92571 2.44787 0.548 -1.048 0.911 0.67
C -2.54676 -1.21964 1.68458 0.458 0.043 -0.662 -0.72
C -2.90166 -2.63004 1.66908 -0.334 -0.335 0.685 -0.39
C -2.64680 -3.32076 2.92121 0.162 -0.235 -0.260 -0.52
C -1.67345 -2.88362 3.77805 -0.476 -0.261 1.287 -0.26
C -0.95561 -1.69935 3.52920 -0.152 -0.072 -0.927 -0.95
H -0.56846 0.72805 1.44403 0.246 0.039 -0.324 0.29
H 0.63144 -0.22727 2.05081 -0.064 -0.031 0.301 0.28
H -3.08780 -0.43679 1.15010 -0.106 0.184 0.060 0.50
H -3.69956 -3.05951 1.03541 0.199 0.735 0.497 0.57
H -3.27291 -4.18178 3.20374 0.589 0.268 -0.376 0.39
H -1.43744 -3.43500 4.68446 -0.269 0.051 -0.124 0.42
H -0.11148 -1.36920 4.13634 -0.017 -0.360 -0.179 0.46

32
Properties=species:S:1:pos:R:3:forces:R:3:mulliken_charge:R:1 method="wB97M-V/def2-TZVPD" multiplicity=1 fmax_ha_per_bohr=0.0329 e_lumo_ev=-0.39 relative_energy_kj_mol=43.9
K -0.70188 -0.98185 -0.47498 -0.384 -0.365 -1.112 0.90
C 1.20107 4.31635 -3.56236 0.206 0.255 0.434 -1.11
C 1.17206 3.29829 -2.45150 -0.135 -0.943 0.694 0.43
C 1.56566 3.32922 -1.11176 0.300 1.401 -0.731 -0.66
C 1.16094 2.13932 -0.50259 -0.467 -0.382 -0.785 0.39
N 0.56920 1.34719 -1.41908 0.496 0.852 0.160 -0.41
N 0.60084 2.06961 -2.58535 0.059 -0.220 0.847 -0.01
C 1.23579 1.82820 0.97527 -0.014 0.542 -0.530 -0.30
H 1.92201 5.11649 -3.31010 -0.373 -0.431 -0.168 0.29
H 0.21580 4.78399 -3.70951 0.249 -0.164 0.197 0.26
H 1.48421 3.88274 -4.52075 0.117 -0.099 0.055 0.34
H 2.08454 4.16839 -0.65572 -0.219 -0.237 0.008 0.34
H 0.29455 1.60220 -3.42287 -0.105 0.132 0.011 0.20
H 2.27121 1.88227 1.35238 -0.421 -0.167 -0.173 0.31
H 0.79271 0.86178 1.19573 0.170 -0.125 0.033 -0.31
H 0.64474 2.58571 1.51958 0.300 -0.341 -0.214 0.27
I -0.48484 1.00650 3.93385 0.231 -0.615 -0.552 0.08
C -0.18511 -1.05229 3.37534 -0.121 -0.481 -0.352 0.05
C 0.04172 -1.84691 4.49299 -0.015 -0.225 0.640 -0.41
C -0.25502 -3.19879 4.44044 -0.010 -0.282 -0.898 -0.26
C -0.71560 -3.73635 3.21865 0.420 0.956 0.563 -0.63
C -0.73794 -2.89447 2.11942 0.453 0.438 -0.275 -0.10
N -0.41480 -1.56044 2.15895 -1.020 -0.269 1.324 -0.23
H 0.39791 -1.39644 5.42068 -0.278 -0.119 -0.281 0.33
H -0.13024 -3.81482 5.32623 -0.059 0.049 -0.157 0.39
H -1.01726 -4.76074 3.09365 -0.029 -0.181 0.128 0.39
H -1.03644 -3.32975 1.14882 0.297 0.526 0.372 0.38
C -2.41341 -3.14640 -3.24113 0.209 0.133 0.480 -0.64
O -1.68751 -2.44954 -2.31492 0.647 0.661 0.976 -0.77
H -2.03030 -4.19958 -3.35250 -0.344 0.420 -0.285 0.15
H -2.36608 -2.62993 -4.23790 -0.333 -0.570 0.218 0.16
H -3.47853 -3.21994 -2.89896 0.175 -0.148 -0.628 0.15

27
Properties=species:S:1:pos:R:3:forces:R:3:mulliken_charge:R:1 method="wB97M-V/def2-TZVPD" multiplicity=2 total_charge=-1 fmax_ha_per_bohr=0.0634 e_lumo_ev="3.84 / 3.79" relative_energy_kj_mol=111.2
C 1.56528 -1.67354 -1.29878 2.157 -1.689 -0.293 -0.79
C 1.56369 -0.91582 -2.61160 -0.932 1.719 0.318 -0.64
H 2.35445 -1.34738 -0.61535 -0.700 0.822 0.353 0.26
H 0.58405 -1.80285 -0.85617 0.028 0.442 0.256 0.18
H 1.99571 -2.70358 -1.44491 -0.785 0.357 -0.340 0.33
H 0.76048 -1.33747 -3.21639 0.193 0.113 -0.471 0.21
H 2.48886 -0.79606 -3.17109 0.291 -0.859 0.055 0.38
H 1.31302 0.16388 -2.43483 -0.147 -1.020 0.081 0.05
C -1.57319 -1.04364 2.94714 0.776 0.259 -0.711 -1.24
C -0.46009 0.48126 1.03333 -2.374 -1.335 -1.608 0.51
C -1.41780 -0.46932 1.54819 0.016 1.254 -0.019 0.85
C -0.91682 0.79997 -0.33294 -0.318 -0.510 2.134 -0.22
C -2.44986 -0.51383 0.64118 -0.705 -1.950 1.038 -0.91
C 1.28674 2.07229 0.70914 1.497 0.218 0.640 -0.16
C 1.01555 2.33706 -0.64175 -1.179 -1.202 2.010 -0.89
C 0.66861 1.13183 1.51496 0.855 -0.186 0.365 -0.76
C -0.15796 1.58022 -1.13002 1.382 2.029 -2.141 -0.64
N -2.21420 0.23364 -0.49262 1.649 0.983 -0.619 -0.25
H 2.12827 2.57091 1.21127 -0.166 0.183 -0.363 0.31
H 1.29198 3.32342 -0.98099 0.093 -0.037 -0.685 0.20
H 1.09347 0.77482 2.45505 0.060 0.512 -0.052 0.23
H -0.23509 1.73704 -2.20920 -1.064 -0.319 0.140 0.45
H -1.08860 -0.35026 3.63191 -0.121 -0.023 0.379 0.34
H -1.11120 -2.02926 3.09189 0.086 0.142 -0.158 0.23
H -3.38089 -1.00913 0.88055 -0.189 0.086 -0.537 0.40
H -2.48036 -0.06079 -1.41784 -0.185 -0.097 0.085 0.25
H -2.62411 -1.15339 3.18986 -0.219 0.107 0.145 0.32

27
Properties=species:S:1:pos:R:3:forces:R:3:mulliken_charge:R:1 method="wB97M-V/def2-TZVPD" multiplicity=1 fmax_ha_per_bohr=0.1679 e_lumo_ev=0.93 relative_energy_kj_mol=188.4
C -1.67548 -0.89536 -1.87831 -0.180 0.359 1.266 -1.12
C 1.82736 -0.05450 -1.05891 0.118 1.073 0.076 -0.38
C 0.45670 0.30485 -1.13004 0.284 -3.929 -2.054 1.30
C -0.20730 -0.86537 -1.77972 2.885 0.170 0.912 0.52
C 0.78812 -1.82062 -2.05807 -0.281 2.994 0.805 -0.84
C 2.73404 0.90858 -0.58679 0.636 -1.147 -0.407 -0.50
C 2.24940 2.13628 -0.31297 -0.955 3.145 0.745 -0.43
C -0.08536 1.54507 -0.89346 3.042 0.394 0.649 -0.59
C 0.84903 2.49699 -0.49235 0.539 -0.930 0.713 -0.76
N 2.05270 -1.27998 -1.62866 -2.911 -0.331 -0.339 0.00
H 2.89746 -1.78028 -1.73598 0.773 -0.078 0.110 0.15
H 3.80088 0.72588 -0.49191 -0.129 -0.156 -0.033 0.36
H 0.75602 -2.69159 -2.68316 -0.035 -0.360 0.208 0.38
H 2.97268 2.95514 0.05554 -1.330 -1.409 -0.609 0.25
H -1.09591 1.65719 -1.12194 -1.488 0.813 0.060 0.42
H -2.09752 -0.12111 -1.14090 0.374 -1.402 -1.058 0.25
H -1.92287 -1.91354 -1.55827 -0.897 0.340 -0.404 0.34
H 0.49270 3.43723 -0.12859 0.126 0.687 -0.201 0.36
H -1.98048 -0.61436 -2.87180 -0.594 -0.247 -0.386 0.27
C -2.34963 -0.67568 2.84422 3.675 0.649 -7.210 -1.07
C -0.85740 -0.26070 3.04315 -0.550 -1.936 -0.310 -0.56
H -2.36380 -1.69072 2.34123 -0.277 1.351 0.285 0.21
H -2.80195 -0.73956 3.65590 -3.765 -1.091 7.690 0.53
H -3.00648 0.06611 2.32760 0.894 -0.512 -0.344 0.25
H -0.46050 0.13088 2.10498 0.232 0.361 0.424 0.09
H -0.35777 -1.23445 3.22122 0.123 0.470 -0.260 0.23
H -0.61462 0.27363 3.95799 -0.307 0.719 -0.327 0.32

27
Properties=species:S:1:pos:R:3:forces:R:3:mulliken_charge:R:1 method="wB97M-V/def2-TZVPD" multiplicity=1 fmax_ha_per_bohr=0.0264 e_lumo_ev=0.94 relative_energy_kj_mol=50.7
C -2.40923 -0.49457 1.64653 1.007 0.686 -0.432 -0.67
C -1.59423 -1.77240 1.82903 -0.313 0.349 0.497 -0.76
H -3.24577 -0.57141 0.95722 -0.409 -0.245 0.400 0.29
H -2.64197 -0.06335 2.62174 -0.614 -0.221 -0.104 0.31
H -1.78730 0.28673 1.18808 0.155 -0.185 -0.053 0.07
H -0.75661 -1.52481 2.47930 0.251 -0.175 -0.110 0.23
H -1.22048 -2.19997 0.90566 0.037 0.020 -0.153 0.21
H -2.17975 -2.51868 2.36249 -0.056 -0.196 -0.091 0.33
C -1.20734 0.94114 -2.59263 0.618 -0.953 0.131 -1.38
C 0.72790 0.25135 -0.88035 -0.114 -0.084 -0.446 1.04
C -0.16995 1.17112 -1.52794 -0.891 -0.053 0.547 0.45
C 1.39530 0.96024 0.12603 0.954 0.639 -0.175 -0.25
C -0.08224 2.33207 -0.82334 -0.005 0.092 0.070 -0.68
C 1.06021 -1.09864 -1.05523 0.178 -0.285 0.451 -0.20
C 2.17982 -1.58755 -0.40488 -0.789 -0.506 -0.223 -0.75
C 2.90450 -0.82522 0.51941 0.264 0.111 -0.604 -0.37
C 2.53999 0.48114 0.77230 -0.857 -0.610 0.856 -0.81
N 0.85690 2.22455 0.17430 -0.151 0.037 -0.051 -0.04
H 0.39884 -1.82174 -1.52710 0.227 0.382 -0.569 0.36
H 2.40135 -2.63784 -0.57975 0.233 0.163 0.257 0.35
H 3.76446 -1.29280 0.97388 0.058 0.165 0.298 0.41
H -1.25685 -0.10714 -2.89432 0.118 -0.119 0.213 0.34
H -0.92234 1.44915 -3.50961 -0.455 0.456 -0.022 0.33
H -0.68822 3.22217 -0.89210 0.099 0.051 -0.184 0.40
H 1.19952 3.01258 0.69180 0.134 -0.149 0.108 0.17
H 2.92437 1.01472 1.63018 0.446 0.213 -0.194 0.32
H -2.19086 1.16915 -2.19072 -0.126 0.416 -0.415 0.31